1.
Below is 6 unconnected molecules or ions with the total composition C5H22N2O6, with properties calculated with ωB97M-V/def2-TZVPD.

## Properties
Frontier orbital gap = 9.5 eV
LUMO energy = 0.0127 hartree
SMILES string = CC(=O)N[C@H](C)CN.O.O.O.O.O
Calculated total energy = -20807.238 eV

XYZ file:
```
35
Properties=species:S:1:pos:R:3:nbo_charge:R:1
C 1.31 1.48 -1.59 -0.7088
C 0.82 0.36 -0.71 0.7039
O 1.45 -0.68 -0.57 -0.7058
N -0.31 0.63 -0.03 -0.5857
C -0.90 -0.17 1.06 -0.1037
C -2.32 0.31 1.33 -0.6180
C -0.03 -0.17 2.32 -0.2335
N 0.77 -1.34 2.67 -0.8256
H 0.62 2.29 -1.78 0.2194
H 2.16 1.94 -1.06 0.2372
H 1.85 1.08 -2.45 0.2436
H -0.82 1.46 -0.26 0.3896
H -0.92 -1.18 0.63 0.2483
H -2.59 -0.09 2.30 0.2210
H -2.47 1.38 1.27 0.2070
H -3.04 -0.13 0.64 0.2269
H -0.58 0.13 3.21 0.1982
H 0.77 0.57 2.29 0.1752
H 0.19 -2.11 2.99 0.3484
H 1.30 -1.71 1.89 0.3762
O 1.89 -3.20 0.28 -1.0008
H 2.66 -3.55 -0.18 0.4819
H 1.64 -2.32 -0.06 0.5121
O -1.75 -1.30 -3.79 -0.9539
H -1.45 -0.93 -4.62 0.4722
H -1.44 -2.20 -3.66 0.4822
O -0.80 -3.53 -0.25 -0.9617
H -0.66 -4.12 0.50 0.4637
H 0.15 -3.44 -0.45 0.4845
O -0.08 4.34 -2.14 -0.9460
H -0.60 3.64 -1.75 0.4720
H -0.05 4.36 -3.10 0.4842
O 0.91 3.05 1.77 -0.9451
H 1.74 2.95 1.31 0.4718
H 0.56 2.18 1.99 0.4691
```

2.
Below is 6 unconnected molecules or ions with the total composition C5H22NO5, with properties calculated with ωB97M-V/def2-TZVPD.

## Properties
Frontier orbital gap = 11.8 eV
LUMO energy = -0.0941 hartree
Total charge = +1
Calculated total energy = -17262.896 eV

XYZ file:
```
33
Properties=species:S:1:pos:R:3:nbo_charge:R:1
C 1.26 -0.05 -1.70 -0.6237
C -0.17 -0.26 -1.16 -0.0499
N -0.10 -0.08 0.36 -0.5561
C -1.03 1.11 0.71 -0.2228
C -1.26 1.91 -0.55 -0.4286
C -1.07 0.85 -1.63 -0.4341
H 1.91 -0.44 -0.93 0.2111
H 1.64 0.99 -1.76 0.2260
H 1.42 -0.58 -2.63 0.2405
H -0.65 -1.22 -1.49 0.2329
H 0.83 -0.12 0.81 0.4707
H -0.59 -0.96 0.74 0.4773
H -1.87 0.65 0.98 0.2505
H -0.53 1.56 1.63 0.2265
H -2.33 2.37 -0.58 0.2522
H -0.56 2.74 -0.72 0.2258
H -0.54 1.43 -2.47 0.2310
H -1.92 0.54 -2.16 0.2303
H 4.56 2.34 -0.27 0.4908
H 3.66 2.77 -1.39 0.4848
O 3.59 2.54 -0.46 -0.9631
H 2.90 1.55 2.26 0.4728
H 2.86 1.32 0.82 0.4872
O 2.77 0.89 1.66 -0.9621
H -1.56 -3.74 -0.28 0.4827
H -2.43 -3.78 1.06 0.4997
O -1.67 -3.37 0.59 -0.9735
H -3.84 -0.84 0.37 0.4835
H -4.00 -0.27 1.70 0.4893
O -3.33 -0.32 1.01 -0.9516
H 0.22 -3.62 1.42 0.4873
H 1.31 -3.15 2.22 0.4717
O 0.54 -2.77 1.83 -0.9591
```

3.
Below is 7 unconnected molecules or ions with the total composition C5H22O7S2, with properties calculated with ωB97M-V/def2-TZVPD.

## Properties
Frontier orbital gap = 9.0 eV
LUMO energy = 0.0032 hartree
SMILES string = CCSSCCC=O.O.O.O.O.O.O
Calculated total energy = -41544.472 eV

XYZ file:
```
36
Properties=species:S:1:pos:R:3:nbo_charge:R:1
C 3.24 0.59 -0.05 -0.6410
C 2.54 1.22 -1.23 -0.5392
S 1.19 2.25 -0.54 0.0565
S -0.52 2.15 -1.83 0.0783
C -1.61 0.84 -1.18 -0.5666
C -2.78 1.57 -0.56 -0.5434
C -2.40 2.22 0.75 0.4684
O -3.02 2.23 1.78 -0.5575
H 4.21 0.15 -0.30 0.2278
H 2.73 -0.31 0.29 0.2330
H 3.44 1.26 0.78 0.2009
H 3.18 1.85 -1.85 0.2126
H 2.14 0.49 -1.93 0.2661
H -1.85 0.14 -2.02 0.2361
H -1.20 0.05 -0.56 0.2689
H -3.60 0.82 -0.37 0.2123
H -3.35 2.27 -1.17 0.2523
H -1.41 2.72 0.66 0.1195
O -2.63 -1.26 1.03 -0.9644
H -2.35 -1.52 1.92 0.4861
H -3.50 -0.83 1.17 0.4811
O -0.75 -2.31 -1.47 -0.9370
H -0.84 -2.38 -0.51 0.4753
H -1.66 -2.13 -1.73 0.4660
O 1.56 -0.75 2.70 -0.9720
H 1.72 0.15 2.39 0.4800
H 0.67 -0.81 3.03 0.4885
O -0.90 0.32 3.40 -0.9726
H -0.99 0.51 4.34 0.4785
H -1.58 0.90 3.01 0.4968
O 2.01 -2.48 -0.39 -0.9411
H 1.42 -2.07 0.27 0.4732
H 2.30 -3.24 0.11 0.4726
O 1.92 -1.43 -3.34 -0.9537
H 1.21 -1.28 -3.97 0.4619
H 1.47 -1.88 -2.61 0.4960
```

no.,maximum force (hartree/bohr)
1,0.02914
2,0.09450
3,0.06001